Record 1
Here is a molecular structure, C6H10O from the OMol25 dataset. Energies are from wB97M-V/def2-TZVPD.

XYZ file:
```
17
Properties=species:S:1:pos:R:3
C 2.329 0.043 0.529
O 0.991 -0.328 0.796
C 0.314 -0.907 -0.237
C -1.147 -0.939 -0.187
C -1.682 0.228 0.647
C -1.213 1.179 -0.481
C -0.809 -0.018 -1.389
H 2.749 0.381 1.479
H 2.371 0.866 -0.198
H 2.923 -0.802 0.152
H 0.770 -1.806 -0.672
H -1.626 -1.911 -0.261
H -2.766 0.194 0.773
H -1.209 0.352 1.627
H -2.026 1.776 -0.916
H -0.393 1.859 -0.243
H 0.424 -0.168 -1.418
```

Output
Charge: 0
HOMO energy: -0.2865 Ha
Lowest unoccupied orbital energy: 0.91 eV
Electronic energy: -8426.6678 eV
HOMO-LUMO gap: 8.71 eV
Energy relative to the best compared isomer or geometry (same formula, charge and spin): 4.573 eV

Atom charges from the Mulliken analysis, given in e for atoms 1 to 5: -0.7041 -0.3229 -0.1376 -0.2196 -0.7377


Record 2
Here is 2 unconnected molecules or ions with the total composition C5H11O3 from the OMol25 dataset. Energies are from wB97M-V/def2-TZVPD.

XYZ file:
```
19
Properties=species:S:1:pos:R:3
C 2.293 -0.221 -1.062
C 2.883 0.727 -2.112
O 1.192 -0.842 -1.669
H 3.059 -0.958 -0.785
H 2.047 0.299 -0.137
H 3.443 1.540 -1.642
H 0.383 -0.860 -1.133
H 2.053 1.090 -2.701
H 3.611 0.160 -2.695
C -1.622 0.529 0.197
C -3.001 1.043 0.629
C -0.909 -0.316 1.298
O -1.335 -0.188 2.454
O 0.056 -1.002 0.869
H -1.758 -0.162 -0.637
H -1.008 1.377 -0.114
H -3.372 0.671 1.577
H -3.784 0.991 -0.121
H -2.938 2.131 0.791
```

Output
Charge: -1
HOMO energy: -0.1626 Ha
Lowest unoccupied orbital energy: 3.84 eV
Electronic energy: -11507.2380 eV
HOMO-LUMO gap: 8.26 eV
Energy relative to the best compared isomer or geometry (same formula, charge and spin): 0.829 eV

Atom charges from the Mulliken analysis, given in e for atoms 1 to 5: -0.0803 -1.0045 -0.5527 0.2045 0.2629


Record 3
Here is a molecular structure, C3H6OS from the OMol25 dataset. Energies are from wB97M-V/def2-TZVPD.

XYZ file:
```
11
Properties=species:S:1:pos:R:3
C -0.427 0.232 0.130
C 0.563 1.202 -0.190
C 0.520 -1.040 -0.089
H -2.776 -0.347 0.767
H -0.534 0.045 1.324
H 0.555 1.702 -1.172
H 0.927 1.946 0.695
H 0.540 -1.587 -1.239
H 0.294 -2.098 0.321
O -1.515 0.008 -0.445
S 1.853 -0.063 -0.102
```

Output
Charge: 0
HOMO energy: -0.2948 Ha
Lowest unoccupied orbital energy: -2.28 eV
Electronic energy: -16082.9310 eV
HOMO-LUMO gap: 5.74 eV
Energy relative to the best compared isomer or geometry (same formula, charge and spin): 8.060 eV

Atom charges from the Mulliken analysis, given in e for atoms 1 to 5: 0.3346 -0.5203 -0.5521 0.2795 0.1251


Copy entry 2 word for word.
Here is 2 unconnected molecules or ions with the total composition C5H11O3 from the OMol25 dataset. Energies are from wB97M-V/def2-TZVPD.

XYZ file:
```
19
Properties=species:S:1:pos:R:3
C 2.293 -0.221 -1.062
C 2.883 0.727 -2.112
O 1.192 -0.842 -1.669
H 3.059 -0.958 -0.785
H 2.047 0.299 -0.137
H 3.443 1.540 -1.642
H 0.383 -0.860 -1.133
H 2.053 1.090 -2.701
H 3.611 0.160 -2.695
C -1.622 0.529 0.197
C -3.001 1.043 0.629
C -0.909 -0.316 1.298
O -1.335 -0.188 2.454
O 0.056 -1.002 0.869
H -1.758 -0.162 -0.637
H -1.008 1.377 -0.114
H -3.372 0.671 1.577
H -3.784 0.991 -0.121
H -2.938 2.131 0.791
```

Output
Charge: -1
HOMO energy: -0.1626 Ha
Lowest unoccupied orbital energy: 3.84 eV
Electronic energy: -11507.2380 eV
HOMO-LUMO gap: 8.26 eV
Energy relative to the best compared isomer or geometry (same formula, charge and spin): 0.829 eV

Atom charges from the Mulliken analysis, given in e for atoms 1 to 5: -0.0803 -1.0045 -0.5527 0.2045 0.2629


Among the records above, which one has the highest HOMO energy?
C5H11O3